(1)
{
  "formula": "C25H31NO2",
  "method": "ωB97M-V/def2-TZVPD",
  "e_lumo_ev": 0.89,
  "total_charge": 0,
  "gap_ev": 9.57,
  "smiles": "C(#CCN1CCC(Cc2ccccc2)CC1)COCCOCc1ccccc1",
  "relative_energy_kcal_mol": 74.7,
  "homo_ha": -0.3191,
  "species": ["C", "C", "C", "N", "C", "C", "C", "C", "C", "C", "C", "C", "C", "C", "C", "C", "C", "O", "C", "C", "O", "C", "C", "C", "C", "C", "C", "C", "H", "H", "H", "H", "H", "H", "H", "H", "H", "H", "H", "H", "H", "H", "H", "H", "H", "H", "H", "H", "H", "H", "H", "H", "H", "H", "H", "H", "H", "H", "H"],
  "coordinates": [[-0.977588, 0.054214, -3.679958], [-1.389603, 1.059689, -3.172741], [-1.870917, 2.263820, -2.521759], [-2.005855, 2.079374, -1.084569], [-0.750076, 1.715212, -0.457145], [-0.994208, 1.341265, 0.998495], [-1.605478, 2.514818, 1.759182], [-1.916011, 2.136628, 3.216628], [-0.677474, 1.696345, 3.941790], [-0.402487, 0.348004, 4.133000], [0.762672, -0.055178, 4.761705], [1.672215, 0.887652, 5.208710], [1.406534, 2.234441, 5.027683], [0.240973, 2.633630, 4.398957], [-2.871414, 2.950308, 1.022504], [-2.567963, 3.250531, -0.443164], [-0.418874, -1.132990, -4.297144], [0.882856, -0.834006, -4.788818], [1.659389, -1.965017, -5.074565], [2.166606, -2.690509, -3.822010], [1.217619, -3.656733, -3.421949], [1.579338, -4.341383, -2.238282], [1.508155, -3.460882, -1.014018], [0.288460, -2.909399, -0.640157], [0.202471, -2.077619, 0.460405], [1.335696, -1.785201, 1.201099], [2.554329, -2.328496, 0.833341], [2.641014, -3.159478, -0.271121], [-1.173825, 3.089729, -2.769157], [-2.857487, 2.518236, -2.925078], [-0.332300, 0.861517, -0.995618], [-0.018555, 2.545031, -0.508624], [-1.688312, 0.500139, 1.028916], [-0.052661, 1.036420, 1.456661], [-0.888596, 3.344364, 1.759286], [-2.655040, 1.332874, 3.224023], [-2.350841, 3.003519, 3.720194], [-1.108037, -0.394022, 3.786509], [0.960928, -1.108265, 4.903216], [2.582429, 0.574727, 5.698912], [2.110077, 2.975640, 5.378571], [0.037704, 3.686599, 4.262834], [-3.606677, 2.144880, 1.067230], [-3.303084, 3.836594, 1.492322], [-3.494394, 3.519272, -0.959317], [-1.879316, 4.116147, -0.506659], [-0.370870, -1.937257, -3.551319], [-1.062892, -1.466325, -5.128506], [2.512689, -1.585260, -5.641286], [1.102653, -2.682964, -5.693556], [2.333584, -1.953947, -3.023144], [3.124054, -3.187475, -4.043351], [0.857890, -5.160042, -2.156655], [2.589003, -4.765892, -2.344800], [-0.594400, -3.136708, -1.220121], [-0.751218, -1.658406, 0.740751], [1.269187, -1.136339, 2.062244], [3.442195, -2.102132, 1.405487], [3.595733, -3.579696, -0.556066]],
  "atomic_forces_ev_per_a": [[-0.072, 0.384, 0.042], [0.068, -0.440, -0.262], [-0.104, 0.314, 0.130], [0.014, 0.036, -0.096], [0.054, -0.347, 0.172], [0.246, 0.396, -0.141], [-0.336, -0.314, 0.063], [0.201, 0.189, -0.218], [-0.137, -0.034, 0.121], [-0.014, 0.039, 0.023], [0.064, -0.096, 0.025], [0.103, -0.049, 0.047], [0.088, 0.064, 0.015], [-0.024, -0.022, -0.012], [0.290, 0.226, -0.111], [-0.287, 0.024, 0.118], [0.078, -0.353, -0.110], [-0.260, 0.341, 0.124], [0.273, -0.383, 0.272], [0.071, 0.255, -0.307], [-0.165, -0.067, -0.097], [-0.034, -0.108, 0.058], [0.094, -0.051, -0.118], [0.042, -0.040, -0.021], [-0.106, 0.008, -0.037], [0.074, 0.044, 0.078], [0.074, 0.056, 0.103], [-0.080, -0.083, -0.070], [-0.157, -0.031, 0.027], [0.136, 0.086, 0.023], [0.041, 0.097, 0.050], [-0.018, -0.028, -0.041], [-0.039, -0.136, 0.037], [0.010, -0.066, 0.010], [0.017, 0.016, -0.005], [-0.070, 0.001, 0.009], [-0.080, -0.028, 0.030], [-0.100, -0.071, -0.043], [0.013, -0.080, 0.015], [0.064, -0.022, 0.043], [0.049, 0.056, 0.029], [-0.032, 0.121, -0.017], [-0.079, -0.029, 0.028], [-0.049, 0.010, 0.042], [0.075, 0.042, -0.018], [-0.043, -0.032, -0.040], [-0.054, 0.079, -0.166], [0.122, -0.021, 0.168], [-0.050, -0.118, 0.020], [0.093, 0.026, -0.021], [0.027, -0.037, -0.110], [-0.055, 0.032, 0.021], [0.150, 0.035, 0.019], [-0.100, 0.006, 0.044], [-0.116, -0.022, -0.064], [-0.111, 0.065, 0.041], [-0.011, 0.074, 0.077], [0.067, 0.030, 0.052], [0.085, -0.041, -0.049]],
  "mulliken_charge": [-0.3603, -0.1655, -0.4129, -0.0275, -0.8399, -0.3829, 0.4839, -1.5194, 0.2683, -0.1078, -0.5495, -0.4670, -0.6334, -0.2827, -1.0091, -0.8115, 0.1857, -0.3837, -0.6903, -0.3194, -0.3133, -1.0628, 0.4676, -0.3479, -0.3514, -0.0332, -0.9018, -0.3385, 0.3416, 0.3668, 0.2989, 0.2488, 0.1696, 0.2715, 0.3794, 0.4309, 0.5186, 0.3063, 0.4346, 0.3896, 0.3861, 0.4000, 0.3195, 0.4147, 0.4585, 0.3705, 0.0843, 0.2798, 0.3894, 0.2903, 0.2670, 0.4302, 0.3349, 0.4211, 0.4012, 0.3936, 0.3726, 0.4066, 0.3293]
}

(2)
{
  "formula": "C2H10N4S",
  "method": "ωB97M-V/def2-TZVPD",
  "e_lumo_ev": -8.15,
  "total_charge": 2,
  "gap_ev": 9.12,
  "relative_energy_kcal_mol": 57.7,
  "homo_ha": -0.6344,
  "species": ["C", "C", "N", "N", "N", "N", "S", "H", "H", "H", "H", "H", "H", "H", "H", "H", "H"],
  "coordinates": [[-1.463502, 0.340941, 0.414140], [0.907131, 1.247690, 0.390471], [-0.559685, 1.316050, -0.094784], [-1.987459, -1.946969, 0.609845], [-1.243743, -0.943227, 0.169780], [1.642223, 0.444626, -0.550558], [1.694335, -1.231092, -0.298291], [0.565734, -1.797794, -1.059197], [-2.291662, 0.650290, 1.177685], [1.134025, 2.329776, 0.421389], [0.788667, 0.659499, 1.381972], [-1.050114, 2.191378, -0.002878], [-2.821557, -1.788702, 1.034267], [-1.649760, -2.894608, 0.523687], [-0.609554, 1.238684, -1.123900], [2.001271, 0.802060, -1.467909], [2.749705, -1.769834, -1.097818]],
  "atomic_forces_ev_per_a": [[-3.065, -4.424, 2.565], [-1.116, -0.925, 0.582], [-0.673, -0.407, -1.818], [3.004, 0.769, -1.504], [0.298, 2.081, 0.130], [0.978, -0.627, -0.986], [-0.843, -0.635, -1.180], [1.734, 0.922, 0.855], [1.621, -0.097, -1.698], [1.008, -0.876, 0.267], [0.686, 1.499, -1.366], [0.213, 1.089, 0.811], [-2.921, 0.561, 1.674], [0.045, 0.292, -0.293], [0.558, -0.168, 0.088], [-0.568, -0.236, 1.260], [-0.956, 1.184, 0.612]],
  "mulliken_charge": [-0.3947, -0.5047, -0.0458, -0.5163, 0.1696, -0.2370, 0.0783, 0.3522, 0.3406, 0.3900, 0.4372, 0.3837, 0.2013, 0.2314, 0.3900, 0.3591, 0.3651]
}